[1]
Below is 4 unconnected molecules or ions with the total composition C34H67F3N2O17P5S in a non-equilibrium geometry, with properties calculated with ωB97M-V/def2-TZVPD.

XYZ file:
```
129
Properties=species:S:1:pos:R:3:mulliken_charge:R:1
C 1.245 -3.575 5.152 -0.378
C 0.241 -2.710 5.079 -0.221
C -1.063 -1.864 4.703 -0.340
C -0.775 -0.418 4.048 -0.513
C 0.045 -0.473 2.640 -0.921
C -0.922 -0.452 1.337 0.490
C -1.192 -1.815 0.633 -0.087
C -0.633 -3.268 1.016 -1.089
S -1.899 -4.298 1.969 0.767
O -1.831 -5.720 1.460 -0.558
O -3.303 -3.695 1.877 -0.551
C -2.155 -1.584 -0.589 0.491
P -2.809 -2.965 -1.721 1.026
O -2.159 -2.796 -3.131 -0.631
O -4.541 -2.921 -1.847 -0.497
O -2.422 -4.543 -1.199 -0.470
C -2.558 -0.116 -0.840 -0.570
P -3.689 0.181 -2.380 0.224
C -4.349 1.991 -2.255 -0.787
C -2.590 0.245 -3.966 -0.950
N -2.246 1.068 -0.135 -0.621
N -1.469 0.775 0.904 1.384
C -1.128 2.002 1.753 -0.749
C -1.721 3.375 1.148 -0.741
C -3.297 3.605 1.492 0.412
F -4.050 4.595 0.720 -0.294
C -4.043 2.875 2.500 0.311
F -4.841 1.693 2.197 -0.240
F -4.073 3.303 3.867 -0.208
H 2.113 -4.272 5.479 0.369
H -1.619 -1.659 5.709 0.428
H -1.822 -2.405 4.032 0.181
H -1.824 0.045 3.819 0.192
H -0.257 0.228 4.854 0.317
H 0.869 0.353 2.600 0.456
H 0.647 -1.473 2.675 0.371
H -0.346 -3.786 0.010 0.524
H 0.322 -3.280 1.656 0.531
H -1.467 -4.348 3.319 0.181
H -4.888 -2.273 -1.166 0.405
H -3.112 -4.777 -0.519 0.343
H -3.589 2.697 -1.727 0.170
H -5.399 2.021 -1.791 0.285
H -4.393 2.373 -3.357 0.340
H -2.690 -0.725 -4.572 0.297
H -1.503 0.538 -3.730 0.220
H -3.034 1.091 -4.638 0.406
H 0.033 2.125 1.748 0.311
H -1.508 1.915 2.833 0.249
H -1.167 4.238 1.711 0.407
H -1.481 3.550 0.028 0.355
O 4.537 1.010 -3.269 -0.733
P 4.899 0.512 -1.863 1.004
O 3.390 0.733 -1.201 -0.396
C 2.275 0.048 -1.744 -0.351
C 2.152 -1.347 -1.166 -0.632
O 5.581 1.929 -1.338 -0.350
C 6.112 2.862 -2.273 -0.304
C 5.070 3.902 -2.646 -1.033
O 5.368 -0.101 -0.327 -0.307
C 5.492 -1.500 -0.131 -0.036
C 6.043 -2.250 -1.326 -1.282
H 2.324 0.010 -2.838 0.345
H 1.384 0.627 -1.477 0.208
H 2.960 -1.987 -1.525 0.342
H 1.204 -1.807 -1.465 0.237
H 2.200 -1.324 -0.074 0.093
H 6.506 2.350 -3.154 0.323
H 6.961 3.360 -1.794 0.349
H 4.119 3.449 -2.937 0.266
H 5.423 4.527 -3.470 0.356
H 4.853 4.547 -1.789 0.282
H 4.526 -1.908 0.178 0.102
H 6.171 -1.641 0.717 0.380
H 5.395 -2.141 -2.202 0.360
H 6.129 -3.316 -1.099 0.399
H 7.030 -1.868 -1.600 0.376
O -6.742 9.725 0.489 -0.702
P -6.424 9.250 1.915 1.010
O -7.948 9.485 2.528 -0.353
C -9.050 8.791 1.964 -0.312
C -9.193 7.407 2.561 -0.968
O -5.753 10.675 2.434 -0.354
C -5.193 11.591 1.500 -0.304
C -6.222 12.626 1.079 -1.041
O -5.999 8.664 3.475 -0.286
C -5.883 7.269 3.699 -0.346
C -5.300 6.497 2.534 -0.729
H -8.970 8.734 0.873 0.285
H -9.946 9.375 2.195 0.346
H -8.375 6.760 2.236 0.192
H -10.131 6.943 2.243 0.423
H -9.177 7.447 3.653 0.230
H -4.775 11.063 0.639 0.317
H -4.357 12.095 1.994 0.345
H -7.165 12.170 0.769 0.280
H -5.843 13.236 0.255 0.350
H -6.461 13.286 1.918 0.285
H -6.857 6.868 3.988 0.206
H -5.228 7.142 4.568 0.375
H -5.923 6.591 1.638 0.366
H -5.222 5.436 2.782 -0.087
H -4.305 6.873 2.280 0.449
O 6.139 -10.120 -1.661 -0.729
P 5.821 -8.655 -1.991 0.951
O 7.375 -8.216 -2.376 -0.306
C 8.051 -8.872 -3.438 -0.296
C 7.711 -8.249 -4.776 -0.983
O 5.819 -8.113 -0.423 -0.311
C 5.559 -9.012 0.649 -0.334
C 6.855 -9.574 1.206 -1.030
O 5.378 -7.040 -2.384 -0.267
C 4.755 -6.758 -3.626 -0.118
C 3.792 -7.828 -4.098 -1.280
H 7.835 -9.945 -3.446 0.291
H 9.124 -8.757 -3.252 0.339
H 6.675 -8.463 -5.049 0.215
H 8.353 -8.650 -5.564 0.422
H 7.833 -7.163 -4.745 0.210
H 4.876 -9.806 0.335 0.333
H 5.044 -8.449 1.433 0.335
H 7.507 -9.968 0.422 0.278
H 6.654 -10.373 1.924 0.350
H 7.424 -8.788 1.711 0.281
H 5.523 -6.562 -4.377 0.208
H 4.203 -5.821 -3.497 0.321
H 4.298 -8.787 -4.245 0.373
H 3.336 -7.537 -5.048 0.377
H 2.999 -7.986 -3.362 0.371
```

Results
E	-5128.0181	a.u.
net charge	+1
orbital gap	5.6	eV

---

[2]
Below is 8 unconnected molecules or ions with the total composition C34H67NO8 in a non-equilibrium geometry, with properties calculated with ωB97M-V/def2-TZVPD.

XYZ file:
```
110
Properties=species:S:1:pos:R:3:mulliken_charge:R:1
C 6.134 0.463 2.113 -0.791
C 5.819 1.791 2.794 -0.617
C 6.989 2.417 3.521 0.693
C 7.565 1.587 4.654 -0.983
C 8.852 0.952 4.077 -0.469
N 9.121 1.619 2.785 -0.452
C 8.205 2.707 2.670 -0.115
O 8.429 3.720 2.045 -0.579
H 7.031 0.495 1.509 0.396
H 5.320 0.177 1.467 0.110
H 6.216 -0.329 2.842 0.172
H 5.358 2.475 2.097 0.503
H 5.075 1.594 3.549 0.002
H 6.652 3.398 3.828 0.603
H 6.905 0.787 4.953 0.183
H 7.787 2.247 5.473 0.367
H 9.671 1.219 4.725 0.287
H 8.771 -0.106 3.908 0.368
H 9.010 1.015 1.987 0.346
C 2.480 -2.946 -0.846 -0.058
C 3.815 -2.697 -1.531 -0.661
C 4.478 -1.713 -0.577 -0.514
O 3.992 -2.019 0.733 -0.302
C 2.876 -2.918 0.626 -0.485
H 2.006 -3.872 -1.145 0.173
H 1.791 -2.126 -1.064 0.092
H 4.391 -3.624 -1.576 0.275
H 3.722 -2.305 -2.542 0.305
H 4.202 -0.679 -0.816 0.324
H 5.565 -1.789 -0.586 0.324
H 3.202 -3.909 0.963 0.233
H 2.072 -2.577 1.280 0.268
C 2.176 -1.618 5.337 -0.745
C 1.184 -0.471 5.136 -0.062
C 2.114 0.715 4.964 -0.525
O 3.310 0.214 4.359 -0.298
C 3.306 -1.217 4.394 0.115
H 1.766 -2.601 5.110 0.364
H 2.535 -1.628 6.369 0.309
H 0.602 -0.622 4.228 -0.089
H 0.489 -0.343 5.965 0.380
H 2.381 1.153 5.933 0.335
H 1.688 1.498 4.335 0.142
H 3.134 -1.585 3.380 -0.216
H 4.284 -1.570 4.726 0.317
C -0.292 -5.207 -4.963 -0.659
C 1.053 -4.967 -5.647 -0.613
C 1.719 -3.994 -4.682 -0.450
O 1.222 -4.311 -3.380 -0.226
C 0.104 -5.205 -3.494 0.243
H -0.780 -6.132 -5.265 0.395
H -0.972 -4.378 -5.171 0.259
H 1.621 -5.899 -5.695 0.278
H 0.969 -4.567 -6.656 0.360
H 1.450 -2.958 -4.916 0.271
H 2.807 -4.076 -4.679 0.283
H 0.420 -6.203 -3.168 0.267
H -0.693 -4.862 -2.844 -0.307
C -2.240 2.468 2.004 -0.131
C -2.911 2.242 3.358 -0.617
C -2.358 0.879 3.758 -0.509
O -1.052 0.790 3.181 -0.224
C -0.866 1.857 2.241 -0.547
H -2.195 3.511 1.706 0.145
H -2.770 1.923 1.228 0.065
H -2.585 3.004 4.070 0.326
H -3.999 2.259 3.317 0.322
H -2.975 0.067 3.357 0.275
H -2.280 0.749 4.838 0.255
H -0.175 2.588 2.677 0.301
H -0.413 1.456 1.333 0.314
C -2.867 -2.141 -0.645 -0.373
C -4.157 -2.959 -0.605 -0.616
C -3.939 -3.932 -1.755 -0.532
O -2.529 -4.156 -1.828 -0.460
C -1.842 -3.199 -1.014 -0.032
H -2.631 -1.645 0.290 0.200
H -2.928 -1.382 -1.429 0.269
H -4.227 -3.501 0.341 0.268
H -5.060 -2.362 -0.723 0.359
H -4.274 -3.504 -2.707 0.271
H -4.444 -4.887 -1.609 0.297
H -1.458 -3.709 -0.124 0.173
H -0.995 -2.798 -1.573 0.080
C -4.890 4.936 -2.088 -0.148
C -3.390 5.133 -2.292 -0.703
C -2.837 4.734 -0.930 -0.461
O -3.727 3.742 -0.410 -0.308
C -4.919 3.702 -1.204 -0.292
H -5.442 4.799 -3.010 -0.010
H -5.309 5.794 -1.556 0.275
H -3.025 4.448 -3.061 0.276
H -3.113 6.146 -2.580 0.372
H -2.822 5.587 -0.241 0.291
H -1.830 4.317 -0.984 0.296
H -4.909 2.788 -1.807 0.076
H -5.787 3.671 -0.542 0.341
C -8.627 2.900 -5.178 -0.596
C -8.250 1.552 -4.568 -0.542
C -6.741 1.693 -4.419 -0.391
O -6.487 3.082 -4.189 -0.351
C -7.670 3.841 -4.461 -0.425
H -9.671 3.171 -5.033 0.331
H -8.421 2.897 -6.251 0.277
H -8.718 1.441 -3.587 0.278
H -8.534 0.697 -5.178 0.339
H -6.222 1.390 -5.334 0.272
H -6.339 1.115 -3.586 0.202
H -8.091 4.184 -3.509 0.287
H -7.405 4.715 -5.056 0.313
```

Results
SMILES string	CC[C@H]1CCNC1=O.C1CCOC1.C1CCOC1.C1CCOC1.C1CCOC1.C1CCOC1.C1CCOC1.C1CCOC1
E	-1992.2447	a.u.
net charge	0
orbital gap	9.4	eV

---

Which value of orbital gap does entry 2 give?
9.4 eV

---

Which value of net charge does entry 1 give?
+1